Entry 1:
A structure of composition C33H30Cl2N3O2PV in a non-equilibrium geometry. Source: OMol25; level of theory: ωB97M-V with the def2-TZVPD basis set.

Maximum force = 1.53 eV/Å
Total energy = -3796.0353 Ha
Relative energy (zero: lowest compared OMol25 entry of this formula, charge and spin) = 0.00 kcal/mol
Charge = 0
Spin multiplicity = 2
Expectation value of S² = 0.83
Frontier orbital gap (spin up / spin down) = 5.7 / 5.9 eV
LUMO (spin up / spin down) = 0.324 / 0.372 eV

Element x y z (Å)
V  0.4496  -1.0043  0.8687
Cl  5.1946  -1.9449  0.9670
C  4.0959  -1.6297  2.2738
C  4.6229  -1.4234  3.5686
C  3.7994  -1.1977  4.6183
Cl  4.4751  -0.9624  6.2112
C  2.3933  -1.1278  4.4423
C  1.4548  -0.8842  5.4844
C  0.1375  -0.8243  5.1665
C  -0.2990  -0.9502  3.8312
N  0.5484  -1.1570  2.8214
C  1.9074  -1.3178  3.1499
C  2.7524  -1.6287  2.0382
O  2.1787  -1.8395  0.8302
H  5.6937  -1.4595  3.7167
H  1.7945  -0.7577  6.5019
H  -0.6029  -0.6511  5.9377
H  -1.3441  -0.8492  3.5692
C  0.8977  -2.8347  -5.8982
C  -0.1586  -1.9406  -5.7908
C  -0.4604  -1.3525  -4.5660
C  0.2964  -1.6576  -3.4409
C  1.3667  -2.5468  -3.5582
C  1.6627  -3.1388  -4.7772
P  -0.0561  -1.0261  -1.7719
C  -1.1746  0.3982  -2.1037
C  -2.5548  0.3585  -1.9369
C  -3.3326  1.4858  -2.1890
C  -2.7398  2.6682  -2.6110
C  -1.3582  2.7197  -2.7794
C  -0.5882  1.5931  -2.5226
C  -1.1363  -2.3291  -1.0714
C  -1.9528  -3.2040  -1.7888
C  -2.6590  -4.1703  -1.0864
C  -2.5403  -4.2576  0.3011
C  -1.7092  -3.3789  0.9885
C  -0.9707  -2.3954  0.3208
H  1.1296  -3.2899  -6.8527
H  -0.7540  -1.6977  -6.6620
H  -1.2872  -0.6538  -4.4947
H  1.9704  -2.7818  -2.6878
H  2.4927  -3.8298  -4.8511
H  -3.0281  -0.5616  -1.6132
H  -4.4073  1.4332  -2.0597
H  -3.3484  3.5407  -2.8158
H  -0.8848  3.6318  -3.1233
H  0.4876  1.6425  -2.6631
H  -2.0239  -3.1500  -2.8701
H  -3.2943  -4.8684  -1.6187
H  -3.0865  -5.0255  0.8362
H  -1.6139  -3.4836  2.0648
C  -2.6039  2.3751  1.5352
N  -1.2848  2.9086  1.2389
C  -1.1953  4.3536  1.0936
C  0.2141  4.8171  1.3667
C  1.1589  4.0399  0.4831
N  0.9548  2.6050  0.6475
C  2.0958  1.7739  0.3019
C  -0.2567  2.0789  0.9528
O  -0.4429  0.8444  1.0250
H  -2.9250  2.7075  2.5246
H  -2.5929  1.2926  1.5028
H  -3.3183  2.7361  0.7943
H  -1.9033  4.7975  1.7947
H  -1.5108  4.6472  0.0855
H  0.4624  4.6402  2.4158
H  0.3091  5.8852  1.1717
H  2.1996  4.2488  0.7325
H  1.0162  4.3168  -0.5683
H  2.9256  1.9584  0.9853
H  2.4210  1.9684  -0.7220
H  1.8402  0.7170  0.3347

Force components x, y, z for each atom (eV/Å):
-0.2 -0.2 -0.6
0.0 0.0 0.0
0.8 -0.2 0.2
0.3 -0.1 -0.5
-0.3 0.1 0.4
0.0 0.0 -0.1
0.1 -0.1 0.4
0.4 0.0 -0.1
-0.6 0.0 -0.2
0.4 0.0 -0.1
0.8 -0.1 0.8
-0.8 0.1 -0.3
-1.1 0.0 -0.9
0.7 0.6 1.3
0.0 0.0 0.0
0.0 0.0 0.0
0.0 0.0 0.0
0.0 0.0 0.0
0.0 0.0 0.1
0.0 0.0 0.1
0.0 0.0 -0.2
0.3 0.0 0.0
0.0 -0.1 -0.1
-0.1 0.1 0.0
-0.6 0.0 0.4
0.1 -0.1 -0.2
-0.1 0.0 0.0
0.1 0.0 0.0
0.1 0.0 0.0
-0.1 -0.1 0.0
0.0 0.1 0.0
0.0 0.0 -0.2
0.0 0.0 0.1
0.0 0.0 0.0
0.1 0.1 -0.1
-0.1 -0.1 0.0
-0.4 -0.1 -0.2
0.0 0.0 0.0
0.0 0.0 0.0
0.0 0.0 0.0
0.0 0.0 0.0
0.0 0.0 0.0
0.0 0.0 0.0
0.0 0.0 0.0
0.0 0.0 0.0
0.0 0.0 0.0
0.0 0.0 0.0
0.0 0.0 0.0
0.0 0.0 0.0
0.0 0.0 0.0
0.0 0.0 0.0
0.0 0.1 -0.1
-0.1 0.2 0.0
-0.2 -0.1 -0.1
0.1 0.1 0.1
0.1 -0.2 -0.1
0.1 0.1 -0.1
-0.1 -0.1 0.0
-0.1 -0.4 0.1
0.3 0.0 -0.1
0.0 0.0 0.0
0.1 0.0 0.0
-0.1 0.0 0.0
0.0 0.0 0.0
0.0 0.0 0.0
0.0 0.0 0.0
0.0 0.0 0.0
0.0 0.0 0.0
0.0 0.0 0.0
0.0 0.0 0.0
0.0 0.1 0.0
0.1 0.1 0.0

Mulliken atomic charge list, values in e, 8 entries: -0.122 -0.230 0.416 -0.799 0.801 -0.270 -0.059 -1.095

=====

Entry 2:
A structure of composition C33H30N5OSTl in a non-equilibrium geometry. Source: OMol25; level of theory: ωB97M-V with the def2-TZVPD basis set.

Maximum force = 3.41 eV/Å
Total energy = -2195.1545 Ha
Relative energy (zero: lowest compared OMol25 entry of this formula, charge and spin) = 0.00 kcal/mol
Charge = -2
Frontier orbital gap = 5.2 eV
LUMO = 3.981 eV

Element x y z (Å)
Tl  0.6147  -0.9059  -1.0797
C  -2.8151  -0.8139  -0.8040
N  -1.7637  -1.3793  0.0268
C  -1.7755  -0.8157  1.3660
C  -1.8854  -2.8249  0.0308
C  -1.6129  -3.4759  -1.3317
C  -2.4154  -4.4964  -1.7875
C  -2.0651  -5.1739  -2.9288
C  -0.9231  -4.8225  -3.6302
C  -0.1128  -3.8206  -3.1236
C  -0.4164  -3.0566  -1.9872
H  -3.8115  -0.9849  -0.3229
H  -2.8334  -1.2194  -1.7551
H  -2.6519  0.2859  -0.7963
H  -2.7193  -1.0709  1.9050
H  -1.6385  0.2809  1.2833
H  -0.8777  -1.1975  1.9596
H  -2.9340  -3.1321  0.3961
H  -1.2016  -3.2529  0.7522
H  -3.3054  -4.8113  -1.2747
H  -2.7250  -5.9358  -3.3526
H  -0.5751  -5.3384  -4.5092
H  0.8114  -3.6462  -3.6806
O  -0.0897  2.9131  5.3023
C  0.1401  1.7008  5.3683
C  -0.5926  0.9003  6.3219
C  -0.2718  -0.3791  6.5645
C  0.8157  -1.0276  5.8962
C  1.3968  -0.3892  4.8369
C  1.1274  0.9897  4.5832
C  1.9524  1.7183  3.5821
N  2.4496  2.9723  3.7211
C  3.2337  3.1756  2.5854
C  3.1653  2.0819  1.7548
N  2.3651  1.1660  2.4029
H  -1.4024  1.4663  6.8342
H  -0.8793  -0.9714  7.2114
H  1.1070  -2.0212  6.1733
H  2.2606  -0.8917  4.3248
H  3.6874  4.1387  2.4045
H  3.5281  1.9593  0.7539
H  1.8885  0.3848  1.9750
S  -1.5054  4.0148  -2.2493
C  -1.1125  4.4088  -0.6255
C  -1.4735  5.4967  0.1483
C  -1.0398  5.4620  1.4775
C  -0.3090  4.4721  2.0485
C  0.0080  3.3685  1.2678
C  -0.4878  3.3104  -0.0497
N  -0.3034  2.1715  -0.8429
C  -0.7254  2.4219  -2.0513
C  -0.6319  1.5492  -3.2005
C  -1.0023  2.0835  -4.4538
C  -0.7863  1.3479  -5.5741
C  -0.1682  0.0977  -5.5533
C  0.0566  -0.4480  -4.3058
C  -0.1694  0.2115  -3.0934
H  -2.0732  6.2733  -0.2644
H  -1.3811  6.2926  2.1182
H  0.0004  4.4307  3.0892
H  0.5638  2.5202  1.6342
H  -1.5782  3.0391  -4.5759
H  -0.9716  1.8231  -6.5151
H  0.0280  -0.3660  -6.5042
H  0.4515  -1.4269  -4.2386
C  4.2622  -3.3939  -2.8438
C  5.5584  -3.5615  -2.1675
N  6.5828  -3.7536  -1.6693
H  3.8787  -4.3724  -3.1056
H  4.4866  -2.8065  -3.7213
H  3.5927  -2.9457  -2.1309

Force components x, y, z for each atom (eV/Å):
0.4 -0.3 0.0
-0.4 1.9 2.8
-0.1 -0.4 -0.4
1.0 0.0 0.7
-1.5 -0.8 -0.1
1.2 1.1 0.8
0.0 -0.1 0.1
-0.3 -0.7 -1.5
0.2 -0.1 0.6
0.3 0.5 0.1
-0.6 -0.4 0.0
0.3 0.0 -0.2
0.2 -0.7 -1.9
-0.2 -0.6 -0.5
0.4 0.2 -0.2
-0.3 -0.5 0.2
-1.2 0.4 -0.7
1.0 0.4 -0.3
0.4 0.1 0.2
-0.4 0.1 0.4
0.1 0.1 0.3
-0.3 -0.3 -0.3
0.0 0.2 0.1
-0.3 1.4 -0.5
0.5 -0.6 0.2
-0.7 1.2 -0.1
0.9 -1.2 -0.4
-1.3 0.0 0.2
1.4 1.2 -0.2
0.4 -0.6 -0.7
0.0 1.4 0.9
0.3 -1.5 -0.7
-1.1 -0.8 0.3
0.0 0.8 0.3
-0.1 0.1 0.1
0.5 -0.7 -0.3
-0.2 -0.3 0.8
0.0 -0.4 0.0
-0.9 0.6 0.3
0.2 -0.1 0.0
0.0 -0.3 -0.1
0.3 -0.1 -0.1
0.1 0.0 -0.5
-0.6 -0.4 0.0
0.9 -0.8 0.7
-1.8 2.7 0.0
1.1 -2.0 0.2
-0.7 0.0 -0.7
1.4 -0.9 1.2
-0.4 1.1 -1.2
-0.2 0.1 1.4
-0.2 -0.8 -0.9
-0.9 0.6 0.9
0.7 -0.1 -1.2
-0.7 0.9 0.5
0.1 0.2 0.0
-0.1 1.0 0.2
-0.3 0.6 0.0
0.3 -0.3 -0.3
-0.1 0.3 0.0
0.0 0.0 0.2
0.9 -0.8 0.3
-0.4 0.1 -0.6
0.2 -0.5 0.0
0.3 -1.1 -0.1
1.1 -0.4 0.6
0.7 -0.6 0.3
-0.8 0.3 -0.4
-0.1 -0.1 -0.2
-0.6 0.3 -0.2
-0.5 0.5 -0.1

Mulliken atomic charge list, values in e, 8 entries: 0.415 -1.228 0.665 -1.071 -1.076 1.027 -0.802 -0.464

=====

Entry 3:
A structure of composition C33H31Br45F3IN2O2S in a non-equilibrium geometry. Source: OMol25; level of theory: ωB97M-V with the def2-TZVPD basis set.

Maximum force = 2.15 eV/Å
Total energy = -118362.0032 Ha
Relative energy (zero: lowest compared OMol25 entry of this formula, charge and spin) = 0.00 kcal/mol
Charge = 0
Frontier orbital gap = 8.0 eV
LUMO = -1.012 eV

Element x y z (Å)
C  1.3407  2.4268  -0.4082
C  1.3892  0.9132  -0.0365
C  0.6374  0.7379  1.3102
C  -0.3404  -0.4250  1.4358
C  -0.1657  -1.2531  2.6102
C  -0.9782  -2.2815  2.8900
I  -0.7676  -3.4506  4.6558
C  -2.0472  -2.6437  2.0371
N  -2.9262  -3.6168  2.1666
S  -3.8920  -3.5089  0.8857
N  -3.2753  -2.2185  0.1320
C  -2.2288  -1.8285  0.8676
C  -1.3670  -0.7180  0.5858
C  -1.6877  0.1057  -0.6391
O  -1.7364  1.5121  -0.3081
C  -2.4855  2.2285  -1.1585
F  -2.3484  1.8845  -2.4509
F  -2.1108  3.5190  -1.0391
F  -3.7869  2.1758  -0.8629
O  2.7693  0.6143  0.0295
C  3.0800  -0.7306  0.3210
C  2.5495  -1.7030  -0.7272
C  2.0636  -2.9465  -0.3884
C  1.5557  -3.7582  -1.3970
C  1.5201  -3.3057  -2.6934
C  2.0186  -2.0572  -3.0516
C  2.5398  -1.2486  -2.0599
H  2.2972  2.6586  -0.8850
H  0.5166  2.6059  -1.0952
H  1.2821  3.0379  0.4934
H  0.8976  0.4107  -0.8726
H  0.0584  1.6430  1.5113
H  1.3935  0.6416  2.0944
H  0.6084  -1.0515  3.3349
H  -2.6670  -0.2257  -0.9970
H  -0.9920  -0.0852  -1.4603
H  4.1703  -0.7921  0.2795
H  2.8213  -1.0491  1.3411
H  2.1128  -3.2280  0.6663
H  1.1567  -4.7375  -1.1555
H  1.0892  -3.9371  -3.4640
H  1.9859  -1.6960  -4.0712
H  2.9221  -0.2607  -2.2980
C  1.0763  1.6974  -5.6888
Br  -0.5069  1.6384  -4.5926
Br  2.5982  2.2766  -4.6634
Br  1.4276  0.0389  -6.6120
H  0.9228  2.4467  -6.4526
C  3.6278  -4.8477  3.5572
Br  3.8708  -6.3512  2.3792
Br  2.4056  -3.5564  2.8081
Br  3.0950  -5.3983  5.3242
H  4.5866  -4.3585  3.6527
C  7.1250  -2.5794  -1.4077
Br  8.1302  -2.7418  -3.0450
Br  8.0399  -1.4802  -0.1127
Br  5.3268  -1.9563  -1.7256
H  7.0475  -3.5707  -0.9839
C  -3.2953  -0.4422  -8.6338
Br  -2.5881  -1.5995  -9.9970
Br  -4.2773  1.0293  -9.3913
Br  -4.3816  -1.4485  -7.4051
H  -2.4624  -0.0216  -8.0862
C  0.0385  6.5892  -1.2034
Br  -0.5737  8.3086  -1.8224
Br  0.3394  5.3706  -2.6630
Br  1.5906  6.7526  -0.0763
H  -0.7533  6.1691  -0.5975
C  -3.4843  10.2863  -3.9068
Br  -2.8566  9.1096  -5.2948
Br  -2.7164  12.0460  -4.0629
Br  -5.4081  10.3493  -3.8406
H  -3.1475  9.8746  -2.9655
C  1.6851  -0.8407  7.4957
Br  1.0626  -0.3448  5.7424
Br  3.5057  -1.4647  7.4500
Br  1.4401  0.5762  8.7708
H  1.0734  -1.6707  7.8241
C  6.8854  3.1945  -3.7762
Br  6.6911  3.2155  -5.6931
Br  6.1600  4.7864  -2.9685
Br  6.1303  1.6013  -3.0039
H  7.9446  3.1819  -3.5631
C  -1.0682  3.9264  3.3936
Br  0.4189  5.0890  3.7652
Br  -2.6092  4.3521  4.4725
Br  -1.4927  3.9028  1.5137
H  -0.7617  2.9248  3.6652
C  -4.9770  1.2404  4.0643
Br  -5.9923  -0.2190  4.8044
Br  -3.5549  0.6121  2.9268
Br  -6.1076  2.5122  3.1576
H  -4.5144  1.7594  4.8923
C  1.5763  -2.7547  -10.2423
Br  1.0927  -1.0060  -10.8838
Br  2.3452  -3.8383  -11.6357
Br  2.7791  -2.6366  -8.7375
H  0.6670  -3.2447  -9.9228
C  -7.8394  -5.6026  1.6009
Br  -9.3828  -5.4735  2.7451
Br  -6.2796  -4.8209  2.4161
Br  -7.5151  -7.4148  1.0364
H  -8.0526  -5.0274  0.7147
C  -0.9006  -0.7647  11.8191
Br  -1.4357  0.8912  10.9906
Br  -0.5220  -2.1397  10.5187
Br  0.5694  -0.5094  13.0354
H  -1.7408  -1.1116  12.4028
C  7.3092  -3.0529  9.1650
Br  7.1383  -3.1304  7.2452
Br  6.6925  -1.3712  9.8741
Br  6.4447  -4.5475  10.0170
H  8.3634  -3.1240  9.3906
C  -9.3431  -0.6925  -4.8992
Br  -10.4940  -2.2375  -4.8566
Br  -7.5484  -1.1544  -5.4178
Br  -10.0682  0.6973  -6.0155
H  -9.2948  -0.3004  -3.8928

Force components x, y, z for each atom (eV/Å):
0.8 -0.8 0.1
-0.5 2.1 0.0
-0.3 -0.7 -0.3
0.6 -0.4 0.7
0.0 0.3 -0.3
-0.3 -1.4 1.4
-0.2 0.3 -0.4
0.6 1.1 -0.6
-0.4 -0.3 -0.3
0.2 0.5 -0.4
0.2 -0.4 0.3
0.0 -0.1 0.1
0.0 0.7 -0.4
-0.5 -0.9 0.0
0.1 -0.5 -0.7
0.1 0.7 0.4
-0.1 -0.1 0.3
-0.2 -0.2 -0.5
-0.1 -0.2 -0.1
-0.2 -0.5 0.4
0.5 -0.6 -0.3
-0.2 1.4 0.0
0.0 0.2 0.0
-0.1 -0.3 0.6
-0.2 -0.2 -1.0
0.0 0.1 0.3
-0.2 -0.2 0.3
-0.2 0.1 -0.2
0.0 0.3 0.2
-0.2 0.1 -0.2
0.2 -0.5 0.3
0.2 0.0 -0.1
-0.1 0.1 0.0
0.2 0.2 -0.3
0.0 0.2 0.1
0.1 0.3 0.1
-0.1 0.2 0.2
-0.4 0.2 -0.1
-0.3 -0.1 -1.2
0.0 0.0 0.0
0.0 0.0 0.1
0.0 -0.1 -0.1
-0.1 0.0 0.1
0.1 0.1 0.0
0.2 -0.1 -0.2
0.0 -0.1 0.1
-0.1 0.1 0.1
-0.1 0.0 0.0
0.0 0.0 0.1
0.0 0.1 0.0
0.4 -0.3 0.9
0.0 0.0 -0.1
0.0 0.0 0.0
0.0 0.1 -0.1
0.0 0.0 0.1
0.0 0.0 -0.1
0.7 -0.4 -0.2
0.0 0.0 0.0
-0.1 0.0 0.0
0.0 0.0 0.0
0.0 0.0 0.0
0.1 0.0 0.1
0.0 -0.1 0.0
-0.1 -0.1 0.0
0.1 0.0 0.0
0.0 0.1 0.0
-0.1 0.0 -0.1
0.0 0.0 0.0
0.0 0.0 0.0
0.0 0.1 0.0
0.0 -0.1 0.0
0.1 0.0 0.0
0.0 0.0 0.0
0.0 -0.1 0.1
0.1 0.3 0.2
0.0 0.0 0.0
0.1 0.0 -0.2
0.0 0.0 0.0
0.0 0.0 0.0
0.0 0.0 0.1
0.0 -0.1 -0.1
0.0 0.0 0.0
0.0 0.0 0.0
0.0 0.0 -0.1
-0.1 0.0 0.0
0.1 0.0 0.0
0.0 0.3 0.8
0.0 0.0 0.0
0.0 0.0 0.0
0.0 0.0 -0.1
0.0 0.0 0.0
0.1 -0.1 0.0
0.0 0.0 0.0
0.1 0.1 -0.1
0.1 0.0 0.0
-0.1 0.0 0.0
-0.1 0.0 0.0
0.0 0.0 0.1
0.0 -0.1 0.1
0.1 0.0 0.0
-0.4 -0.3 0.3
0.0 0.1 0.0
0.0 0.0 -0.1
0.0 0.1 0.0
0.0 -0.1 0.1
-0.1 0.0 0.1
0.0 0.0 -0.1
0.0 0.0 0.0
0.0 0.0 0.0
-0.1 0.0 0.1
0.0 -0.1 -0.1
0.0 0.1 -0.1
0.0 0.0 0.0
0.0 0.0 0.0
0.1 0.1 0.0
-0.1 0.0 0.0
0.0 0.0 0.0
0.0 0.0 0.0

Mulliken atomic charge list, values in e, 8 entries: -1.290 1.734 -0.953 1.615 -1.219 -0.685 0.144 0.701